Computed, not measured: C11H13N2O6Sn as an isolated structure in a non-equilibrium geometry, with wB97M-V/def2-TZVPD.

Geometry as XYZ:
```
33
Properties=species:S:1:pos:R:3:lowdin_charge:R:1
O 2.525 -0.350 -5.658 -0.008
C 2.292 -1.454 -5.407 0.014
Sn -0.594 -1.797 -1.317 0.965
O -3.467 -0.245 -2.585 0.116
C -2.499 -0.796 -2.303 -0.196
C -2.013 -3.144 0.123 -0.092
O -2.658 -3.602 1.005 0.095
C 1.147 -4.063 0.072 -0.007
O 1.155 -4.892 0.855 0.075
C -1.441 -4.013 -3.057 -0.016
O -1.866 -4.791 -3.734 0.131
H 0.912 -2.389 -1.639 -0.187
C 0.335 1.231 -1.520 -0.025
N 0.276 1.574 -0.095 -0.070
C 0.602 2.903 0.336 -0.157
C -0.050 3.171 1.639 -0.147
C 0.410 2.117 2.625 -0.128
N 0.265 0.768 2.079 -0.066
C 0.291 -0.308 3.062 0.001
C 0.174 0.555 0.781 -0.408
O -0.092 -0.654 0.375 -0.252
H 0.331 2.171 -2.080 0.106
H -0.582 0.669 -1.828 0.023
H 1.262 0.643 -1.759 0.115
H 1.682 2.976 0.438 0.142
H 0.257 3.572 -0.447 0.134
H -1.137 3.250 1.571 0.134
H 0.300 4.121 2.014 0.125
H -0.120 2.161 3.597 0.138
H 1.488 2.280 2.842 0.144
H 1.319 -0.383 3.467 0.114
H -0.363 -0.063 3.905 0.097
H -0.140 -1.217 2.642 0.087
```

Values from the calculation:
**Total charge**: +1
**Largest force on an atom**: 8.32 eV/A
**Kohn-Sham gap (spin up / spin down)**: 5.9413 / 5.8815 eV

***

Computed, not measured: a 2-piece molecular cluster, C8H11ClN4O2 overall in a non-equilibrium geometry, with wB97M-V/def2-TZVPD.

Geometry as XYZ:
```
26
Properties=species:S:1:pos:R:3:lowdin_charge:R:1
C -0.682 -1.054 -0.533 -0.014
C -1.370 -0.344 1.703 -0.021
C -2.055 -1.080 -0.822 -0.104
C -2.719 -0.338 1.370 -0.101
C -0.356 -0.653 0.792 -0.229
C -3.053 -0.718 0.061 -0.660
C 3.152 0.595 -1.433 -0.049
C 1.921 -0.798 0.130 -0.227
N 1.373 -0.104 2.321 0.114
N 0.942 -0.547 1.198 -0.206
N -1.142 3.011 -1.119 -0.155
N 1.765 0.070 -0.955 -0.114
O -0.183 2.605 -0.531 0.076
O -2.179 2.484 -1.389 0.110
Cl -4.775 -0.917 -0.273 0.624
H 0.012 -1.150 -1.322 0.086
H -1.110 -0.067 2.735 0.103
H -2.288 -1.488 -1.825 0.120
H -3.467 0.092 1.999 0.098
H 3.478 1.300 -0.666 0.067
H 3.748 -0.279 -1.574 0.061
H 2.811 1.309 -2.286 0.107
H 2.942 -0.889 0.441 0.120
H 1.556 -1.780 -0.162 0.114
H 0.622 -0.029 2.997 0.024
H 1.061 0.771 -0.857 0.056
```

Values from the calculation:
**ΔE to the lowest compared entry with this formula, charge and spin**: 93.9 kcal/mol
**Largest force on an atom**: 5.22 eV/A
**Kohn-Sham gap (spin up / spin down)**: 8.5231 / 4.6910 eV

***

Computed, not measured: an isolated molecule of C3H6FOP in a non-equilibrium geometry, with wB97M-V/def2-TZVPD.

Geometry as XYZ:
```
12
Properties=species:S:1:pos:R:3:lowdin_charge:R:1
C -1.752 -0.382 0.406 0.038
C -0.798 0.349 -0.118 -0.403
C 0.339 -0.427 -1.023 -0.339
O 2.063 1.144 0.384 -0.420
F -0.692 1.687 0.020 0.032
P 1.925 -0.412 -0.074 0.811
H -2.574 0.187 1.028 0.121
H -1.649 -1.376 0.221 0.024
H 0.392 -0.047 -2.028 0.065
H 0.121 -1.437 -1.032 0.020
H 1.486 1.603 1.004 0.050
H 1.139 -0.888 1.212 0.002
```

Values from the calculation:
**ΔE to the lowest compared entry with this formula, charge and spin**: 23.3 kcal/mol
**Largest force on an atom**: 5.36 eV/A
**Kohn-Sham gap**: 9.8463 eV

***

Computed, not measured: a 21-piece molecular cluster, C4H46N8O20 overall in a non-equilibrium geometry, with wB97M-V/def2-TZVPD.

Geometry as XYZ:
```
78
Properties=species:S:1:pos:R:3:lowdin_charge:R:1
N 1.893 -0.931 -1.606 0.155
N 1.110 1.277 -2.443 0.084
N 0.260 2.187 -1.939 0.058
N 0.637 -1.629 0.277 0.222
C 1.518 -1.793 -0.752 -0.466
C 1.210 0.270 -1.606 -0.314
C -0.305 1.634 -0.861 -0.404
C 0.041 -0.487 0.297 -0.314
N 1.893 -3.074 -0.842 0.136
N -1.359 2.066 -0.098 0.192
N -0.543 -0.179 1.500 0.198
N 0.300 0.469 -0.623 0.134
H 1.624 -3.502 -1.734 0.060
H 1.362 -3.434 -0.050 0.092
H -1.782 2.976 -0.275 0.066
H -1.782 1.471 0.615 0.076
H -0.244 0.739 1.818 0.059
H -0.424 -0.945 2.142 0.054
O -2.454 4.023 2.098 -0.103
H -2.075 4.531 1.310 0.016
H -2.752 4.695 2.793 0.101
O 4.265 0.510 -0.986 -0.120
H 3.410 0.030 -1.235 0.000
H 4.018 1.402 -0.576 0.054
O -1.263 -3.155 -2.902 -0.101
H -1.952 -2.421 -2.794 0.069
H -0.627 -2.884 -3.641 0.072
O -0.797 -2.222 3.469 -0.141
H 0.102 -1.978 3.864 0.018
H -0.758 -3.186 3.167 0.050
O -0.867 -4.466 1.911 -0.118
H -0.319 -5.293 2.108 0.092
H -0.750 -4.235 0.933 0.030
O 1.376 3.808 1.686 -0.125
H 2.139 3.393 1.167 0.071
H 0.874 3.066 2.156 -0.017
O 2.752 -1.711 -4.276 -0.118
H 2.186 -2.545 -4.367 0.012
H 2.827 -1.487 -3.292 0.028
O -3.890 1.014 2.059 -0.143
H -4.478 0.665 1.313 0.062
H -3.808 0.290 2.761 -0.006
O -0.328 2.240 3.004 -0.115
H -1.241 2.666 2.908 0.072
H 0.034 2.473 3.920 0.115
O -1.192 5.151 -0.127 -0.121
H -0.518 4.853 0.566 0.061
H -0.685 5.454 -0.949 0.117
O 1.585 -1.406 4.255 -0.092
H 1.346 -0.476 3.936 0.055
H 1.976 -1.329 5.185 0.111
O -2.516 2.231 -3.112 -0.141
H -1.511 2.339 -3.162 0.039
H -2.881 2.949 -2.499 -0.016
O -3.551 4.189 -1.702 -0.098
H -3.588 4.568 -0.764 0.087
H -4.310 4.593 -2.235 0.111
O -2.497 -0.467 -1.711 -0.106
H -3.440 -0.106 -1.779 0.086
H -1.855 0.312 -1.781 0.031
O 1.621 -4.261 -3.384 -0.102
H 1.259 -5.130 -3.013 0.098
H 1.035 -3.981 -4.159 0.086
O -3.167 -0.790 3.874 -0.115
H -3.694 -1.263 4.597 0.095
H -2.384 -1.378 3.619 0.035
O 4.608 -2.933 0.196 -0.144
H 3.664 -3.138 -0.106 0.000
H 5.177 -2.784 -0.627 0.067
O 2.403 0.730 2.683 -0.103
H 3.203 0.191 2.986 0.099
H 2.224 1.446 3.375 0.070
O -0.550 -4.914 -0.717 -0.109
H -0.083 -5.763 -1.008 0.096
H -0.642 -4.312 -1.525 0.033
O 2.778 2.751 -4.679 -0.140
H 2.181 2.590 -3.877 0.010
H 2.969 3.743 -4.735 0.053
```

Values from the calculation:
**Largest force on an atom**: 4.16 eV/A
**Kohn-Sham gap**: 7.5374 eV

***

Computed, not measured: a 2-piece molecular cluster, ClIO2S overall in a non-equilibrium geometry, with wB97M-V/def2-TZVPD.

Geometry as XYZ:
```
5
Properties=species:S:1:pos:R:3:lowdin_charge:R:1
O -0.710 1.581 0.997 -0.443
O -1.648 -0.292 -0.132 -0.532
S -1.554 0.439 1.095 0.854
Cl 0.901 -0.371 -1.055 -0.213
I 3.010 -1.358 -0.905 0.335
```

Values from the calculation:
**ΔE to the lowest compared entry with this formula, charge and spin**: 3.5 kcal/mol
**Largest force on an atom**: 1.11 eV/A
**Kohn-Sham gap**: 8.4328 eV

***

Question: Among the records above, which one has the lowest largest force on an atom?
Answer: ClIO2S

***

Copy entry 5 word for word.
Computed, not measured: a 2-piece molecular cluster, ClIO2S overall in a non-equilibrium geometry, with wB97M-V/def2-TZVPD.

Geometry as XYZ:
```
5
Properties=species:S:1:pos:R:3:lowdin_charge:R:1
O -0.710 1.581 0.997 -0.443
O -1.648 -0.292 -0.132 -0.532
S -1.554 0.439 1.095 0.854
Cl 0.901 -0.371 -1.055 -0.213
I 3.010 -1.358 -0.905 0.335
```

Values from the calculation:
**ΔE to the lowest compared entry with this formula, charge and spin**: 3.5 kcal/mol
**Largest force on an atom**: 1.11 eV/A
**Kohn-Sham gap**: 8.4328 eV

***

Question: Among the records above, which one has the highest largest force on an atom?
Answer: C11H13N2O6Sn

***

Question: Which of these has the lowest largest force on an atom?
Answer: ClIO2S